No. 1
# C41H90BClIN2O13PS2

4 unconnected molecules or ions with the total composition C41H90BClIN2O13PS2 (ωB97M-V with the def2-TZVPD basis set, OMol25).

Its HOMO-LUMO gap is 7.49 eV. For the LUMO energy, the calculation gives -0.6 eV. As for the total energy: -125822.78937 eV. Its SMILES is C=CC[C@H](O[C@]([PH2]=S)([C@@H](I)CC)[C@@H](CCCS)O[C@@](CCN)(CCCO)[C@H](Cl)CC)B(O)N(C)C.COCCOCCOC.COCCOCCOC.COCCOCCOC.

The geometry in ORCA input format:
```
! wB97M-V def2-TZVPD RIJCOSX def2/J DEFGRID3
* xyz 0 1
C -0.736 -2.385 2.904
C 0.322 -2.844 2.139
C 0.916 -2.138 0.922
C 1.125 -0.616 1.139
O 0.154 0.320 0.679
C -0.491 0.290 -0.601
P -2.015 -0.823 -0.327
S -3.695 -0.296 -1.132
C 0.379 -0.187 -1.789
I -0.688 -1.231 -3.391
C 1.205 0.906 -2.515
C 2.488 0.323 -3.181
C -0.966 1.787 -0.702
C -1.676 2.158 -2.039
C -0.963 3.264 -2.879
C -1.970 4.365 -3.265
S -1.111 5.856 -3.876
O -1.869 1.978 0.358
C -1.641 2.851 1.474
C -2.791 3.890 1.434
C -3.009 4.798 2.647
N -2.214 6.062 2.616
C -1.970 1.912 2.689
C -3.301 1.162 2.584
C -3.447 0.140 3.738
O -4.251 -0.953 3.302
C -0.206 3.357 1.730
Cl 0.050 3.972 3.434
C 0.506 4.359 0.796
C -0.300 5.397 0.018
B 2.665 -0.268 0.828
O 3.273 -0.587 -0.386
N 3.481 0.352 1.876
C 4.902 0.046 1.679
C 3.278 1.811 1.920
H -0.654 -1.952 3.898
H -1.744 -2.500 2.503
H 0.809 -3.772 2.445
H 1.914 -2.578 0.831
H 0.411 -2.390 -0.018
H 1.104 -0.525 2.229
H -1.676 -2.153 -0.678
H -2.157 -0.871 1.076
H 1.112 -0.940 -1.524
H 0.606 1.239 -3.352
H 1.509 1.729 -1.866
H 2.762 -0.647 -2.777
H 3.291 1.058 -3.127
H 2.297 0.164 -4.242
H -0.023 2.325 -0.701
H -1.958 1.306 -2.648
H -2.618 2.620 -1.745
H -0.127 3.705 -2.340
H -0.661 2.826 -3.830
H -2.523 4.645 -2.368
H -2.681 3.987 -3.996
H 0.135 5.373 -4.059
H -2.729 4.546 0.565
H -3.727 3.359 1.271
H -2.861 4.331 3.618
H -4.059 5.104 2.624
H -2.867 6.839 2.607
H -1.748 6.151 3.512
H -1.164 1.169 2.724
H -1.983 2.435 3.641
H -4.097 1.890 2.758
H -3.527 0.690 1.630
H -4.020 0.620 4.531
H -2.474 -0.167 4.134
H -3.682 -1.700 3.079
H 0.416 2.465 1.724
H 1.247 4.903 1.381
H 1.119 3.810 0.072
H -1.044 4.916 -0.610
H -0.713 6.192 0.627
H 0.389 5.891 -0.674
H 3.573 0.246 -0.785
H 5.052 -0.997 1.412
H 5.468 0.209 2.600
H 5.368 0.670 0.903
H 4.071 2.228 2.542
H 2.349 2.019 2.452
H 3.342 2.307 0.942
C 3.098 3.577 5.122
O 3.196 4.065 6.443
C 1.953 4.343 7.062
C 1.861 3.763 8.461
O 1.823 2.347 8.545
C 2.970 1.602 8.172
C 4.191 1.770 9.056
O 4.774 3.056 8.933
C 5.077 3.684 10.161
H 3.085 4.408 4.408
H 3.977 2.961 4.929
H 2.210 2.957 4.979
H 1.116 3.961 6.468
H 1.853 5.433 7.140
H 0.908 4.097 8.881
H 2.638 4.172 9.109
H 3.216 1.759 7.120
H 2.663 0.556 8.256
H 4.944 1.038 8.734
H 3.924 1.548 10.094
H 4.327 3.463 10.926
H 5.078 4.761 9.991
H 6.069 3.383 10.514
C 2.101 -5.610 -2.544
O 2.421 -5.626 -3.918
C 1.973 -4.494 -4.642
C 3.056 -3.907 -5.529
O 4.151 -3.306 -4.855
C 5.032 -4.122 -4.101
C 5.869 -5.110 -4.892
O 5.089 -6.158 -5.441
C 5.346 -6.430 -6.804
H 1.118 -6.061 -2.372
H 2.853 -6.202 -2.019
H 2.117 -4.596 -2.131
H 1.613 -3.710 -3.971
H 1.142 -4.812 -5.283
H 2.594 -3.097 -6.098
H 3.401 -4.636 -6.264
H 4.506 -4.615 -3.281
H 5.730 -3.422 -3.633
H 6.591 -5.566 -4.203
H 6.427 -4.576 -5.667
H 5.561 -5.517 -7.367
H 4.449 -6.883 -7.226
H 6.177 -7.135 -6.906
C -4.054 -3.532 -2.873
O -5.409 -3.623 -3.257
C -6.016 -2.379 -3.562
C -6.793 -2.423 -4.866
O -6.018 -2.574 -6.046
C -5.328 -3.792 -6.267
C -6.192 -5.017 -6.500
O -6.883 -5.422 -5.331
C -8.256 -5.691 -5.523
H -3.974 -3.379 -1.792
H -3.567 -4.475 -3.133
H -3.533 -2.725 -3.396
H -5.275 -1.576 -3.619
H -6.720 -2.142 -2.755
H -7.286 -1.453 -4.972
H -7.591 -3.167 -4.825
H -4.587 -3.972 -5.485
H -4.760 -3.629 -7.188
H -5.532 -5.844 -6.792
H -6.882 -4.824 -7.328
H -8.706 -5.008 -6.250
H -8.759 -5.544 -4.567
H -8.405 -6.727 -5.844
*
```

No. 2
# C41H91N5O3

6 unconnected molecules or ions with the total composition C41H91N5O3 (ωB97M-V with the def2-TZVPD basis set, OMol25).

Its HOMO-LUMO gap is 6.21 eV. For the LUMO energy, the calculation gives -5.3 eV. As for the total energy: -57550.03978 eV. The value obtained for the energy above the lowest of the compared OMol25 structures with the same formula, charge and spin is 1.0692 eV.

The geometry in ORCA input format:
```
! wB97M-V def2-TZVPD RIJCOSX def2/J DEFGRID3
* xyz 4 1
O -2.087 -1.963 0.536
C -0.898 -1.459 0.629
O -0.812 -0.501 1.412
O 0.038 -2.046 0.088
H -2.360 -1.290 1.164
C 2.098 3.554 -4.112
C 3.156 4.404 -4.973
C 2.695 4.674 -6.404
N 3.414 5.817 -7.134
C 3.079 5.647 -8.641
C 4.968 5.634 -7.108
C 5.485 6.549 -5.895
C 4.301 7.420 -5.496
C 3.117 7.207 -6.437
H 2.124 2.492 -4.356
H 1.069 3.909 -4.176
H 2.408 3.492 -3.069
H 4.152 3.970 -4.890
H 3.315 5.378 -4.511
H 1.656 4.999 -6.448
H 2.764 3.869 -7.136
H 2.012 5.497 -8.805
H 3.522 4.745 -9.064
H 3.397 6.583 -9.100
H 5.239 6.054 -8.077
H 5.285 4.591 -7.090
H 6.377 7.074 -6.238
H 5.896 5.990 -5.054
H 4.618 8.450 -5.663
H 4.092 7.465 -4.427
H 3.127 7.876 -7.298
H 2.132 7.203 -5.971
C -2.977 -8.702 0.084
C -1.648 -8.607 0.860
C -0.484 -8.032 0.129
N 0.830 -8.334 0.792
C 0.972 -7.744 2.214
C 1.171 -9.898 0.803
C 2.678 -10.042 0.624
C 3.200 -8.665 0.258
C 1.982 -7.765 -0.067
H -3.396 -7.710 -0.088
H -3.773 -9.191 0.645
H -2.932 -9.303 -0.824
H -1.286 -9.580 1.191
H -1.852 -8.039 1.767
H -0.699 -6.965 0.075
H -0.410 -8.406 -0.892
H 1.982 -8.058 2.478
H 0.335 -8.164 2.993
H 0.915 -6.660 2.111
H 0.760 -10.354 1.703
H 0.663 -10.385 -0.029
H 3.245 -10.361 1.498
H 2.860 -10.674 -0.245
H 3.774 -8.240 1.081
H 3.819 -8.713 -0.637
H 2.113 -6.685 -0.006
H 1.774 -7.945 -1.122
C -14.053 -1.445 -0.479
C -12.957 -1.960 -1.473
C -11.706 -0.944 -1.749
N -10.628 -1.560 -2.670
C -11.186 -2.022 -4.063
C -9.745 -2.651 -2.023
C -8.259 -2.492 -2.508
C -8.241 -1.218 -3.357
C -9.568 -0.529 -2.905
H -14.743 -0.750 -0.956
H -13.581 -1.040 0.416
H -14.728 -2.272 -0.263
H -13.430 -2.278 -2.402
H -12.568 -2.873 -1.023
H -11.108 -0.754 -0.858
H -12.090 -0.051 -2.242
H -12.081 -2.642 -4.096
H -10.350 -2.490 -4.583
H -11.432 -1.066 -4.526
H -10.148 -3.570 -2.448
H -9.859 -2.725 -0.942
H -7.905 -3.464 -2.850
H -7.481 -2.229 -1.792
H -8.330 -1.529 -4.398
H -7.518 -0.423 -3.177
H -10.004 0.342 -3.394
H -9.334 -0.107 -1.928
C -1.910 6.712 0.348
C -1.934 6.841 1.860
C -1.560 5.554 2.677
N -2.173 5.424 4.107
C -3.666 5.121 4.103
C -1.950 6.683 5.024
C -0.494 6.588 5.531
C -0.178 5.172 5.606
C -1.362 4.416 4.924
H -0.903 6.741 -0.068
H -2.401 7.631 0.026
H -2.440 5.853 -0.063
H -2.962 7.137 2.066
H -1.263 7.638 2.181
H -0.473 5.500 2.728
H -1.955 4.704 2.119
H -4.122 6.015 3.678
H -4.153 4.910 5.055
H -3.917 4.458 3.276
H -2.781 6.723 5.728
H -2.073 7.617 4.476
H -0.623 7.085 6.492
H 0.085 7.209 4.847
H -0.169 4.947 6.673
H 0.766 4.877 5.148
H -2.062 4.055 5.677
H -1.056 3.607 4.261
C 10.660 1.343 6.136
C 10.127 0.721 4.816
C 9.524 -0.628 5.038
N 8.863 -1.337 3.813
C 9.868 -1.651 2.699
C 8.200 -2.669 4.218
C 6.986 -2.849 3.258
C 6.457 -1.414 3.072
C 7.656 -0.471 3.340
H 9.819 1.189 6.812
H 11.086 2.346 6.121
H 11.507 0.720 6.422
H 10.884 0.641 4.036
H 9.334 1.395 4.495
H 8.687 -0.628 5.736
H 10.319 -1.233 5.473
H 10.767 -2.133 3.083
H 10.316 -0.746 2.287
H 9.323 -2.202 1.933
H 8.907 -3.499 4.205
H 7.999 -2.487 5.274
H 7.224 -3.375 2.333
H 6.129 -3.405 3.638
H 6.105 -1.323 2.045
H 5.653 -1.244 3.788
H 7.925 0.078 2.438
H 7.435 0.325 4.051
*
```

No. 3
# C41H93FN2O10

8 unconnected molecules or ions with the total composition C41H93FN2O10 (ωB97M-V with the def2-TZVPD basis set, OMol25).

Its HOMO-LUMO gap is 9.47 eV. For the LUMO energy, the calculation gives 0.5 eV. As for the total energy: -70186.80209 eV. Its SMILES is CC(=O)OCCCCCCCC[C@@H]1C[C@@](CCCCN)([C@@H](C)F)NC1=O.CC(C)O.CC(C)O.CC(C)O.CC(C)O.CC(C)O.CC(C)O.CC(C)O.

The geometry in ORCA input format:
```
! wB97M-V def2-TZVPD RIJCOSX def2/J DEFGRID3
* xyz 0 1
C -8.260 4.898 2.447
C -9.348 3.840 3.074
O -10.324 4.353 3.872
O -9.358 2.380 2.889
C -9.849 2.033 1.516
C -8.602 2.155 0.455
C -8.345 0.812 -0.454
C -6.782 0.894 -0.998
C -6.305 -0.450 -1.818
C -5.174 0.008 -2.928
C -3.637 -0.006 -2.359
C -2.671 -0.963 -3.274
C -1.068 -0.640 -3.170
C -0.301 -2.125 -3.219
C 1.023 -1.984 -2.206
C 0.744 -2.870 -0.855
C 1.267 -2.192 0.544
C 2.800 -2.590 0.977
C 3.003 -4.148 1.448
N 1.778 -4.785 2.082
C 2.363 -2.371 -3.098
C 2.397 -4.000 -3.473
F 2.439 -1.640 -4.396
N 1.071 -0.461 -2.004
C -0.413 -0.116 -1.762
O -0.932 0.465 -0.678
H -8.532 5.060 1.305
H -8.217 5.937 3.034
H -7.204 4.361 2.445
H -10.362 0.965 1.538
H -10.677 2.789 1.176
H -7.625 2.342 1.107
H -8.721 3.098 -0.233
H -8.548 -0.201 0.120
H -9.125 0.844 -1.339
H -6.652 1.886 -1.618
H -6.082 1.007 -0.044
H -5.902 -1.285 -1.068
H -7.249 -0.853 -2.420
H -5.405 1.073 -3.402
H -5.208 -0.777 -3.825
H -3.214 1.076 -2.191
H -3.687 -0.501 -1.275
H -2.947 -2.110 -3.097
H -2.977 -0.757 -4.410
H -0.712 -0.004 -4.107
H -0.987 -3.041 -2.886
H -0.085 -2.420 -4.344
H 1.189 -3.963 -0.935
H -0.425 -3.005 -0.754
H 1.201 -1.013 0.574
H 0.517 -2.567 1.394
H 3.083 -1.909 1.906
H 3.602 -2.355 0.146
H 3.435 -4.824 0.574
H 3.854 -4.142 2.284
H 1.132 -5.016 1.276
H 2.061 -5.696 2.509
H 3.379 -2.172 -2.530
H 1.443 -4.556 -3.070
H 3.399 -4.460 -3.070
H 2.423 -4.145 -4.652
H 1.226 0.072 -2.893
C 7.535 -2.249 -0.703
C 6.862 -2.937 0.473
C 7.851 -3.779 1.263
O 5.810 -3.771 -0.006
H 7.955 -2.984 -1.399
H 6.808 -1.657 -1.270
H 8.339 -1.587 -0.366
H 6.410 -2.186 1.130
H 8.283 -4.568 0.637
H 7.350 -4.278 2.100
H 8.665 -3.163 1.659
H 6.202 -4.442 -0.591
C -4.421 3.060 -6.758
C -3.455 2.086 -6.101
C -2.420 1.579 -7.093
O -4.184 0.981 -5.573
H -4.971 2.576 -7.573
H -5.167 3.407 -6.035
H -3.892 3.929 -7.160
H -2.951 2.577 -5.262
H -2.899 1.043 -7.920
H -1.740 0.870 -6.609
H -1.831 2.404 -7.505
H -4.635 0.539 -6.311
C 11.459 -6.309 2.965
C 10.437 -6.768 1.937
C 10.790 -8.137 1.378
O 10.380 -5.823 0.872
H 12.455 -6.222 2.515
H 11.199 -5.317 3.349
H 11.515 -7.007 3.805
H 9.443 -6.803 2.397
H 11.762 -8.115 0.872
H 10.052 -8.449 0.631
H 10.826 -8.890 2.171
H 11.258 -5.785 0.458
C 6.783 -1.880 4.766
C 7.728 -2.756 5.573
C 9.065 -2.066 5.799
O 7.942 -3.983 4.881
H 7.200 -1.661 3.777
H 5.830 -2.394 4.600
H 6.586 -0.934 5.279
H 7.271 -2.999 6.538
H 9.562 -1.854 4.846
H 9.739 -2.713 6.371
H 8.936 -1.125 6.344
H 8.347 -3.777 4.023
C -11.015 8.162 5.559
C -12.064 8.424 4.491
C -13.455 8.049 4.976
O -11.750 7.667 3.325
H -10.983 7.099 5.825
H -10.017 8.425 5.192
H -11.219 8.742 6.464
H -12.045 9.482 4.209
H -13.510 6.982 5.221
H -14.198 8.231 4.192
H -13.732 8.626 5.863
H -11.764 6.725 3.566
C -5.221 7.560 4.378
C -4.890 6.251 3.679
C -3.391 6.094 3.478
O -5.544 6.212 2.414
H -4.889 8.417 3.781
H -6.304 7.665 4.505
H -4.746 7.614 5.362
H -5.272 5.411 4.271
H -2.994 6.899 2.849
H -3.169 5.153 2.963
H -2.861 6.104 4.435
H -5.211 6.954 1.881
C 7.398 -0.017 -5.257
C 8.364 -0.990 -4.600
C 9.399 -1.498 -5.592
O 7.634 -2.095 -4.072
H 6.848 -0.500 -6.072
H 6.651 0.331 -4.535
H 7.927 0.853 -5.660
H 8.868 -0.499 -3.761
H 8.919 -2.034 -6.419
H 10.079 -2.207 -5.109
H 9.987 -0.673 -6.005
H 7.183 -2.537 -4.810
*
```

Number 1: HOMO level -8.12 eV. Number 2: HOMO level -11.51 eV. Number 3: HOMO level -9.02 eV.